57
Properties=species:S:1:pos:R:3 method="wB97M-V/def2-TZVPD" homo_lumo_gap_ev=8.889 energy_ha=-1817.5034 fmax_ev_per_a=0.839
C -2.0885 -1.1794 -2.8760
C -2.8217 -1.9736 -1.8034
C -1.9162 -2.9810 -1.0934
O -0.8797 -2.3841 -0.3340
C -1.0724 -1.7725 0.8571
C -2.2646 -1.7177 1.6151
O -3.3752 -2.3442 1.1239
C -4.5924 -2.2315 1.8220
C -2.2761 -1.0420 2.8282
C -1.1238 -0.4539 3.3192
Cl -1.1740 0.3697 4.8391
C 0.0576 -0.5290 2.6139
C 0.0802 -1.1706 1.3845
C 1.3835 -1.2610 0.6067
N 1.7941 -2.6495 0.4994
C 1.9521 -3.3680 -0.6336
O 2.1447 -4.5642 -0.6491
N 1.9566 -2.6179 -1.7910
C 1.5568 -1.3029 -1.8741
C 1.5626 -0.7706 -3.2700
C 1.2587 -0.6070 -0.7578
C 0.7152 0.7682 -0.8069
O 0.1372 1.2312 -1.7799
N 0.8590 1.4971 0.3267
C 0.3495 2.8455 0.4519
C 1.4704 3.8466 0.5502
C 1.6288 4.6437 1.6745
C 2.6767 5.5455 1.7520
C 3.5801 5.6509 0.7091
C 3.4314 4.8537 -0.4142
C 2.3820 3.9574 -0.4933
H -2.7797 -0.5122 -3.3850
H -1.2965 -0.5769 -2.4403
H -1.6553 -1.8511 -3.6144
H -3.6447 -2.5343 -2.2519
H -3.2439 -1.2888 -1.0680
H -1.3722 -3.5739 -1.8358
H -2.5086 -3.6575 -0.4728
H -4.9054 -1.1878 1.9221
H -4.5346 -2.6956 2.8113
H -5.3202 -2.7687 1.2158
H -3.1787 -0.9779 3.4116
H 0.9570 -0.0942 3.0217
H 2.1660 -0.7467 1.1944
H 1.7187 -3.1965 1.3439
H 2.1211 -3.1303 -2.6449
H 0.9227 -1.3822 -3.9033
H 2.5768 -0.8123 -3.6678
H 1.2006 0.2504 -3.2963
H 1.4263 1.1609 1.0842
H -0.2473 3.0289 -0.4467
H -0.2978 2.9053 1.3334
H 0.9258 4.5627 2.4916
H 2.7888 6.1650 2.6298
H 4.3979 6.3537 0.7702
H 4.1334 4.9347 -1.2311
H 2.2569 3.3365 -1.3685

---

57
Properties=species:S:1:pos:R:3 method="wB97M-V/def2-TZVPD" homo_lumo_gap_ev=7.492 energy_ha=-1347.0030 charge=+1 fmax_ev_per_a=14.482
C 0.3719 -2.7240 -0.7767
C -0.1614 -3.3381 0.3833
C -1.6073 -2.8018 0.5621
C -1.8482 -1.4347 0.8692
C -3.3178 -1.1629 1.0518
C -4.3312 -1.0326 0.0397
C -4.4502 0.2762 -0.5516
H -4.3867 1.2549 -0.1427
H -5.3197 0.4679 -1.4198
S -3.0252 0.6577 -1.9824
C -1.6485 1.4256 -1.1410
C -0.5178 0.9251 -1.8909
C 0.8476 0.9846 -1.3926
C 0.9361 2.0011 -0.0671
C -0.2709 2.3176 0.3762
C -1.5862 1.9998 0.1161
O -2.6419 2.3078 0.5836
C -2.6783 3.2868 1.7203
H -2.1006 2.9618 2.4537
H -3.7096 3.6377 1.9648
H -2.1367 4.2520 1.3192
H -0.2990 3.0312 1.5503
C 2.2435 2.3864 0.5590
H 2.0429 3.1405 1.3818
C 2.8706 1.2645 1.0150
H 2.1747 0.6130 1.8188
H 3.6529 1.2511 1.9502
N 3.5200 0.2756 0.2860
C 3.3084 -1.3028 0.9228
H 3.8828 -1.9890 0.1719
H 3.9125 -1.2471 1.7176
H 2.3131 -1.5745 0.8105
C 4.9061 0.5049 0.0216
H 5.4762 0.2341 0.8667
H 4.8989 1.4249 -0.3505
H 5.3014 0.0097 -0.7384
H 2.9599 0.2102 -0.7496
H 2.9263 2.6423 -0.0112
O 2.0114 0.8048 -1.8386
C 1.8771 0.3157 -3.0558
H 1.6054 -0.8772 -2.9749
H 2.8927 0.1690 -3.2255
H 1.3639 0.7930 -3.8188
H -0.5603 0.0962 -2.6568
H -5.3937 -1.1161 0.2549
H -3.8373 -1.7775 -0.7447
H -3.6677 -1.7956 1.9786
H -3.2054 -0.1456 1.7113
H -1.5047 -0.7275 -0.0484
H -1.4134 -1.1002 1.8155
H -2.3092 -3.0923 -0.3556
H -2.1653 -3.4207 1.3662
H 0.4572 -2.9968 1.1726
H -0.2208 -4.4997 0.3981
H 0.5085 -1.7090 -0.6626
H -0.2404 -2.8623 -1.5249
H 1.2940 -3.1959 -1.0880

---

16
Properties=species:S:1:pos:R:3 method="wB97M-V/def2-TZVPD" homo_lumo_gap_ev="9.529 / 8.271" energy_ha=-434.0337 fmax_ev_per_a=3.150
C 2.0112 1.0073 -0.3189
C 1.4425 0.9773 0.8802
C 0.3464 -0.3941 -1.1631
C -0.2775 -0.1715 0.0269
C -0.1294 -1.1927 -2.3312
N 1.4815 0.3133 -1.3510
N 0.2423 0.4108 1.0182
N -2.1071 0.1903 2.4792
O -2.4148 -0.5569 1.4048
H 3.0174 1.3758 -0.4797
H 1.8519 1.4337 1.7105
H -0.8827 -0.5590 -2.8917
H 0.7370 -1.4766 -2.9237
H -0.5393 -2.1051 -1.9751
H -1.9595 -0.2054 3.4419
H -2.8199 0.9527 2.4727